Molecular formula: C8H24B2N5P
Method: DFT, the ωB97M-V functional and the def2-TZVPD basis

Each line ends with the natural charge from an NBO analysis.
Cartesian coordinates (Å):
B: -1.1481 0.1859 -0.4976  0.73
B: -0.9409 0.5361 1.2535  0.84
N: -0.5516 -0.7365 0.5859  -1.06
N: -2.4643 0.8592 -0.1885  -0.36
N: -2.2986 1.1770 1.0354  -0.49
N: 2.0130 -1.9040 0.6102  -0.79
N: 1.3940 -0.0817 -1.3132  -0.78
P: 1.2587 -0.3344 0.4589  1.38
C: -1.2828 -0.6249 -1.8691  -0.93
C: 0.1998 1.6137 1.6953  -0.99
C: -3.5908 1.1442 -1.0445  -0.41
C: -3.2143 1.8741 1.8360  -0.41
C: 1.1691 -2.8668 1.3199  -0.42
C: 3.3362 -1.4920 1.2379  -0.43
C: 1.8207 1.2931 -1.5850  -0.41
C: 2.2042 -1.1236 -1.9266  -0.41
H: -1.6337 0.0561 -2.6358  0.20
H: -0.3293 -1.0091 -2.1404  0.23
H: -1.9857 -1.4533 -1.8698  0.22
H: -0.2067 2.0973 2.5730  0.23
H: 1.2323 1.3683 1.9353  0.25
H: 0.2782 2.3320 0.8958  0.24
H: -3.1908 1.0915 -2.0714  0.23
H: -4.3466 0.3656 -0.9265  0.20
H: -3.9593 2.1746 -0.8643  0.20
H: -4.2717 1.7487 1.5613  0.20
H: -3.1059 1.5747 2.8760  0.21
H: -3.0267 2.9650 1.7880  0.17
H: 1.0744 -3.7743 0.6860  0.19
H: 1.5201 -3.1166 2.2875  0.18
H: 0.1648 -2.4892 1.4281  0.22
H: 4.0911 -1.6096 0.4465  0.20
H: 3.5645 -2.0950 2.1374  0.20
H: 3.2076 -0.4530 1.5594  0.20
H: 1.0674 1.9928 -1.1738  0.20
H: 1.8900 1.4635 -2.6529  0.20
H: 2.8200 1.4431 -1.1704  0.17
H: 3.2550 -1.0919 -1.5871  0.16
H: 2.1947 -1.0022 -3.0051  0.19
H: 1.7922 -2.0985 -1.6856  0.22

Values from the calculation:
- E_LUMO (hartree) = 0.024
- HOMO (eV) = -6.407
- electronic energy (a.u.) = -983.9042
- gap between HOMO and LUMO (Ha) = 0.25973

***

Molecular formula: C26H18ClN4OPdSe2
Method: DFT, the ωB97M-V functional and the def2-TZVPD basis

Each line ends with the natural charge from an NBO analysis.
Cartesian coordinates (Å):
Pd: 0.0837 -0.2685 -0.4260  0.44
Cl: -6.6819 -1.8750 -1.0981  -0.07
C: -5.1375 -1.6015 -0.3124  -0.13
C: -4.6682 -2.5421 0.6196  -0.24
C: -3.4398 -2.3713 1.1929  -0.24
C: -2.5862 -1.2493 0.8938  0.42
O: -1.4445 -1.1333 1.4050  -0.70
C: -3.1575 -0.2572 0.0019  -0.26
C: -2.4730 0.9516 -0.3010  0.15
N: -1.3090 1.3171 0.1559  -0.52
C: -0.8768 2.6115 0.1476  0.19
C: -1.5529 3.6130 0.8323  -0.28
C: -1.0493 4.9179 0.8916  -0.19
C: 0.1175 5.2691 0.2616  -0.28
C: 0.8245 4.2979 -0.4783  -0.01
C: 1.9916 4.5824 -1.2203  -0.17
C: 2.5831 3.5936 -1.9558  -0.27
C: 2.0366 2.2982 -1.9186  0.05
N: 0.9695 1.9920 -1.2262  -0.40
C: 0.3405 2.9636 -0.5301  0.10
C: -4.4068 -0.4849 -0.6067  -0.17
H: -5.2866 -3.3940 0.8751  0.21
H: -3.0595 -3.0966 1.9029  0.20
H: -3.0153 1.6588 -0.9458  0.15
H: -2.4712 3.3595 1.3466  0.22
H: -1.6032 5.6691 1.4432  0.20
H: 0.4896 6.2864 0.3023  0.20
H: 2.4065 5.5840 -1.1941  0.20
H: 3.4668 3.7869 -2.5511  0.21
H: 2.5009 1.4834 -2.4676  0.20
H: -4.7896 0.2473 -1.3098  0.21
Se: 2.6054 -3.0918 0.4339  0.18
Se: 3.8478 -1.3048 -0.2490  0.17
C: 2.9700 0.0534 0.8084  0.07
C: 3.6094 1.2574 1.0727  -0.31
C: 2.9710 2.1606 1.9053  -0.17
C: 1.7345 1.8268 2.4416  -0.28
C: 1.1799 0.5992 2.1200  0.05
N: 1.7858 -0.2745 1.3039  -0.49
C: 0.9739 -2.7886 -0.5714  0.05
C: -0.0986 -3.6328 -0.3826  -0.32
C: -1.2391 -3.4252 -1.1658  -0.20
C: -1.2568 -2.3723 -2.0536  -0.27
C: -0.1107 -1.5641 -2.1889  -0.08
N: 1.0418 -1.8218 -1.4992  -0.53
H: 4.5799 1.4688 0.6414  0.21
H: 3.4340 3.1116 2.1388  0.21
H: 1.2102 2.5148 3.0922  0.22
H: 0.2238 0.2739 2.5138  0.24
H: -0.0470 -4.4249 0.3528  0.21
H: -2.0962 -4.0734 -1.0593  0.21
H: -2.1293 -2.1731 -2.6620  0.22
H: 0.0036 -0.9155 -3.0507  0.20

Values from the calculation:
- energy relative to the best compared isomer or geometry (same formula, charge and spin) (kJ/mol) = 99.9
- E_LUMO (hartree) = 0.090
- HOMO (eV) = -3.130
- electronic energy (a.u.) = -6686.8349
- total charge = -1
- gap between HOMO and LUMO (Ha) = 0.20546

***

Molecular formula: C2H9N6
Method: DFT, the ωB97M-V functional and the def2-TZVPD basis

Each line ends with the natural charge from an NBO analysis.
Cartesian coordinates (Å):
C: 0.7331 1.2928 0.2839  -0.05
C: 2.0880 -0.6991 0.0018  -0.06
N: -4.9987 0.0112 -0.5927  -0.47
N: -4.0011 0.0607 0.0197  0.32
N: 0.7599 0.0208 0.1981  -0.05
N: -2.9811 -0.0626 0.4785  -0.22
N: -0.3011 -0.7738 0.2196  -0.61
N: 3.0468 0.1964 -0.5018  -0.84
H: -0.1993 1.8054 0.4487  0.22
H: 1.6607 1.8325 0.1763  0.25
H: 2.3477 -1.0893 0.9923  0.23
H: 1.8538 -1.5344 -0.6661  0.22
H: -5.7857 0.6281 -0.5158  0.42
H: -1.2362 -0.3952 0.4294  0.43
H: -0.1406 -1.7514 0.4069  0.40
H: 3.3135 0.0655 -1.4644  0.41
H: 3.8403 0.3922 0.0857  0.40

Values from the calculation:
- energy relative to the best compared isomer or geometry (same formula, charge and spin) (kJ/mol) = 129.6
- E_LUMO (hartree) = -0.131
- HOMO (eV) = -13.641
- electronic energy (a.u.) = -409.7827
- total charge = +1
- gap between HOMO and LUMO (Ha) = 0.36982

***

Molecular formula: C6H9ClFNS
Method: DFT, the ωB97M-V functional and the def2-TZVPD basis

Each line ends with the natural charge from an NBO analysis.
Cartesian coordinates (Å):
N: -0.4324 1.4532 -0.2467  -0.30
C: 0.4834 0.7592 -0.3690  0.25
C: 1.6765 -0.0974 -0.5259  0.10
F: 1.4124 -1.3266 0.0466  -0.34
C: 2.8853 0.5279 0.1556  -0.55
S: 4.3927 -0.4437 -0.0893  -0.01
H: 1.8754 -0.2521 -1.5931  0.22
H: 2.6747 0.6631 1.2201  0.23
H: 3.0756 1.5150 -0.2758  0.24
H: 3.9483 -1.5499 0.5271  0.14
C: -3.1254 0.4858 -0.5744  -0.66
C: -2.4893 0.0049 0.6918  -0.17
C: -1.5847 -0.9570 0.8256  -0.24
Cl: -0.9375 -1.8803 -0.4970  -0.02
H: -4.2135 0.3662 -0.5258  0.22
H: -2.9227 1.5532 -0.7229  0.24
H: -2.7556 -0.0611 -1.4464  0.22
H: -2.7967 0.4918 1.6170  0.21
H: -1.1663 -1.2522 1.7826  0.21

Values from the calculation:
- E_LUMO (hartree) = 0.026
- SMILES = N#C[C@H](F)CS.C/C=C\Cl
- HOMO (eV) = -8.989
- electronic energy (a.u.) = -1246.9570
- gap between HOMO and LUMO (Ha) = 0.35669

***

Which of these has the lowest E_LUMO?
C2H9N6